[1]
Formula: C39H57BrF4N2O15P3S
Source: the OMol25 dataset
Level of theory: the ωB97M-V functional and the def2-TZVPD basis

```
122
Properties=species:S:1:pos:R:3:mulliken_charge:R:1
C 3.033 -5.074 -0.478 -0.99
C 3.024 -5.012 -1.984 0.83
O 4.048 -5.162 -2.577 -0.46
O 1.853 -4.840 -2.694 -0.30
C 1.345 -3.499 -2.757 -1.74
C 2.333 -2.418 -2.337 -0.95
C 3.429 -2.023 -3.140 0.78
S 3.732 -2.868 -4.736 1.42
O 5.041 -3.418 -4.775 -0.62
O 2.763 -3.871 -5.030 -0.71
C 3.546 -1.623 -6.139 0.85
F 3.179 -0.425 -5.719 -0.20
F 4.719 -1.571 -6.745 -0.18
F 2.701 -2.097 -7.014 -0.19
C 4.290 -1.019 -2.755 0.33
Br 5.706 -0.645 -3.949 -0.03
C 4.069 -0.361 -1.523 0.00
C 4.877 0.736 -1.032 1.24
C 6.031 1.382 -1.749 -2.11
C 7.303 0.567 -1.604 0.83
O 8.343 0.843 -2.074 -0.50
F 7.158 -0.567 -0.900 -0.22
C 4.589 1.245 0.197 0.34
P 5.581 2.600 0.986 0.34
O 6.758 2.025 1.654 -0.64
N 3.537 0.761 0.945 0.06
C 3.204 1.292 2.290 -1.78
C 4.196 0.825 3.387 -0.15
C 3.471 0.547 4.692 -0.01
N 2.542 -0.502 4.753 -0.47
O 3.734 1.224 5.647 -0.55
C 2.773 -0.196 0.503 -0.11
C 3.008 -0.804 -0.729 0.54
C 2.122 -1.838 -1.116 1.20
C 1.020 -2.264 -0.179 -2.59
C -0.372 -1.567 -0.307 -0.80
C -0.427 -0.132 -0.887 0.13
C -1.865 0.350 -0.697 0.57
C -2.138 1.579 -0.148 -0.39
C -3.427 1.981 0.102 -0.78
C -4.506 1.190 -0.185 -0.65
C -4.245 -0.032 -0.792 -0.63
C -2.951 -0.439 -1.032 -0.43
H 2.065 -4.912 -0.011 0.32
H 3.478 -5.991 -0.110 0.44
H 3.683 -4.263 -0.141 0.22
H 1.087 -3.295 -3.793 0.65
H 0.412 -3.469 -2.208 0.17
H 5.844 1.598 -2.791 0.72
H 6.307 2.346 -1.342 0.11
H 4.800 3.321 1.904 0.18
H 5.981 3.527 0.005 0.24
H 2.241 0.867 2.561 0.67
H 3.054 2.364 2.279 0.58
H 4.739 -0.058 3.043 0.56
H 4.940 1.597 3.552 0.49
H 2.598 -0.890 5.690 0.26
H 2.872 -1.251 4.148 0.26
H 1.953 -0.496 1.126 0.25
H 0.851 -3.316 -0.374 0.44
H 1.357 -2.234 0.854 0.97
H -0.993 -2.191 -0.941 0.29
H -0.861 -1.519 0.665 0.52
H 0.251 0.565 -0.396 0.17
H -0.253 -0.164 -1.966 0.27
H -1.338 2.255 0.127 0.34
H -3.645 2.934 0.565 0.44
H -5.515 1.496 0.036 0.47
H -5.087 -0.664 -1.030 0.42
H -2.816 -1.416 -1.473 0.31
O -3.011 0.817 -5.090 -0.64
P -3.569 1.384 -6.347 0.99
O -2.348 2.185 -7.058 -0.33
C -1.298 1.459 -7.682 -0.31
C -1.757 0.789 -8.967 -0.99
O -4.407 2.666 -5.782 -0.33
C -4.785 2.845 -4.421 -0.37
C -3.799 3.679 -3.622 -1.14
O -4.481 1.330 -7.688 -0.30
C -5.831 0.790 -7.645 -0.37
C -6.850 1.694 -6.974 -0.93
H -0.885 0.727 -6.980 0.25
H -0.513 2.182 -7.907 0.32
H -2.487 0.003 -8.762 0.25
H -0.917 0.340 -9.490 0.42
H -2.236 1.513 -9.625 0.24
H -4.958 1.883 -3.937 0.39
H -5.749 3.359 -4.437 0.41
H -2.763 3.384 -3.787 0.28
H -4.017 3.611 -2.555 0.29
H -3.865 4.726 -3.924 0.35
H -5.816 -0.194 -7.173 0.31
H -6.119 0.649 -8.685 0.33
H -6.810 1.599 -5.890 0.18
H -7.860 1.417 -7.279 0.42
H -6.676 2.740 -7.220 0.28
O -1.717 -0.623 6.347 -0.75
P -2.271 -0.184 7.654 1.03
O -3.154 1.141 7.340 -0.30
C -4.412 1.011 6.668 -0.31
C -5.479 0.373 7.540 -0.97
O -0.947 0.531 8.318 -0.38
C 0.350 0.298 7.785 -0.57
C 0.740 1.350 6.766 -0.56
O -2.924 -0.445 9.117 -0.27
C -2.424 -1.509 9.973 -0.36
C -1.078 -1.221 10.614 -0.90
H -4.275 0.444 5.742 0.28
H -4.718 2.021 6.397 0.32
H -5.237 -0.669 7.760 0.26
H -6.446 0.397 7.038 0.41
H -5.559 0.895 8.493 0.24
H 0.415 -0.704 7.355 0.41
H 1.057 0.320 8.618 0.47
H -0.067 1.569 6.067 0.29
H 1.612 1.054 6.210 -0.22
H 0.963 2.290 7.276 0.36
H -2.395 -2.445 9.412 0.32
H -3.169 -1.621 10.758 0.33
H -0.260 -1.432 9.927 0.17
H -0.931 -1.859 11.486 0.42
H -0.996 -0.179 10.915 0.28
```

## Properties
- Spin multiplicity: 1
- Net charge: +1
- Electronic energy: -7153.921333 hartree
- LUMO: -5.13 eV

[2]
Formula: C35H41N7S2Sc
Source: the OMol25 dataset
Level of theory: the ωB97M-V functional and the def2-TZVPD basis

```
86
Properties=species:S:1:pos:R:3:mulliken_charge:R:1
Sc -1.594 1.379 0.419 0.42
S -1.118 3.756 -0.156 -0.42
C 0.426 3.669 0.662 0.57
N 0.936 4.833 1.099 -0.84
N 2.176 5.008 1.438 0.30
C 3.393 4.358 1.061 0.51
C 3.629 3.933 -0.243 -0.17
C 4.853 3.378 -0.556 -0.53
C 5.845 3.249 0.416 -0.64
C 5.610 3.706 1.700 -0.58
C 4.381 4.270 2.025 -0.32
N 1.122 2.561 0.963 -0.47
N 0.565 1.411 0.777 0.37
C 1.373 0.300 1.158 -0.16
C 2.632 0.440 1.742 -0.36
C 3.350 -0.693 2.081 -0.69
C 2.834 -1.962 1.844 -0.87
C 1.586 -2.097 1.253 -0.90
C 0.859 -0.970 0.907 0.50
H 2.293 5.851 1.986 0.29
H 2.867 4.048 -1.001 0.46
H 5.046 3.053 -1.570 0.43
H 6.799 2.810 0.162 0.43
H 6.379 3.629 2.456 0.40
H 4.190 4.625 3.030 0.42
H 3.030 1.427 1.930 0.42
H 4.324 -0.584 2.539 0.44
H 3.402 -2.839 2.121 0.45
H 1.179 -3.080 1.056 0.46
H -0.110 -1.087 0.426 0.65
N -2.861 1.188 1.882 -0.64
C -3.555 0.419 2.613 -0.06
C -4.223 0.879 3.857 0.50
C -4.378 0.012 4.936 -0.29
C -4.935 0.471 6.120 -0.71
C -5.364 1.786 6.219 -0.39
C -5.227 2.650 5.139 -0.59
C -4.649 2.202 3.964 -0.49
C -3.702 -1.027 2.248 0.13
C -2.566 -1.805 2.045 -0.11
C -2.683 -3.123 1.631 -0.70
C -3.940 -3.667 1.403 -0.53
C -5.075 -2.898 1.616 -0.73
C -4.960 -1.586 2.054 -0.17
H -4.058 -1.019 4.849 0.41
H -5.042 -0.200 6.961 0.39
H -5.808 2.141 7.140 0.40
H -5.571 3.673 5.216 0.40
H -4.519 2.866 3.119 0.42
H -1.590 -1.381 2.257 0.72
H -1.796 -3.730 1.497 0.44
H -4.036 -4.693 1.076 0.42
H -6.056 -3.323 1.445 0.42
H -5.846 -0.991 2.237 0.48
C 3.997 -2.315 -2.079 -1.57
C 2.760 -1.591 -2.592 0.27
C 2.902 -0.075 -2.521 -0.20
C 1.748 0.661 -3.190 -0.95
N 0.512 0.518 -2.421 0.21
C -0.654 -0.016 -2.787 0.98
S -1.957 -0.163 -1.660 -0.20
N -0.832 -0.442 -4.030 -0.16
C -2.036 -1.115 -4.531 -1.22
C -2.103 -2.602 -4.189 -0.21
C -1.323 -3.511 -5.136 -0.66
C 0.189 -3.310 -5.106 -0.89
H 3.877 -3.397 -2.135 0.40
H 4.200 -2.053 -1.040 0.27
H 4.876 -2.047 -2.667 0.40
H 1.884 -1.900 -2.012 0.10
H 2.567 -1.885 -3.629 0.14
H 3.833 0.237 -3.002 0.51
H 2.970 0.243 -1.474 -0.01
H 1.606 0.271 -4.197 0.48
H 1.967 1.726 -3.294 0.26
H 0.563 0.827 -1.460 -0.44
H -0.043 -0.404 -4.653 0.20
H -2.033 -0.969 -5.612 0.50
H -2.897 -0.585 -4.129 0.41
H -3.154 -2.894 -4.197 0.36
H -1.755 -2.740 -3.161 0.24
H -1.690 -3.367 -6.156 0.30
H -1.547 -4.548 -4.878 0.35
H 0.485 -2.340 -5.515 0.20
H 0.696 -4.065 -5.705 0.44
H 0.574 -3.378 -4.086 0.19
```

## Properties
- Spin multiplicity: 1
- Net charge: +1
- Relative energy (zero: lowest compared OMol25 entry of this formula, charge and spin): 100.1 kJ/mol
- Electronic energy: -3298.555546 hartree
- LUMO (spin up / spin down): -4.09 / -3.86 eV

[3]
Formula: C5H9F3NO2
Source: the OMol25 dataset
Level of theory: the ωB97M-V functional and the def2-TZVPD basis

```
20
Properties=species:S:1:pos:R:3:nbo_charge:R:1
C 0.770 -0.351 0.789 0.65
C -1.563 0.146 0.552 -0.39
C -0.066 1.008 -1.043 -0.47
C -0.458 -1.459 -0.924 0.09
C 1.378 1.030 1.401 0.91
N -0.300 -0.124 -0.193 -0.30
O 1.187 -1.395 1.127 -0.39
O 0.693 -1.786 -1.605 -0.69
F 2.069 0.607 2.507 -0.30
F 2.218 1.543 0.574 -0.27
F 0.479 1.914 1.760 -0.29
H -2.219 0.474 -0.287 0.25
H -1.782 -0.701 1.070 0.23
H -1.406 1.009 1.144 0.25
H -0.797 1.088 -1.820 0.25
H -0.078 1.967 -0.546 0.25
H 0.825 1.096 -1.568 0.27
H -1.321 -1.379 -1.668 0.22
H -0.945 -2.216 -0.192 0.22
H 1.314 -2.469 -1.078 0.53
```

## Properties
- Spin multiplicity: 1
- SMILES string: C[N+](C)(CO)C(=O)C(F)(F)F
- Net charge: +1
- Electronic energy: -700.429468 hartree
- LUMO: -4.51 eV

[4]
Formula: CHCl2O3S
Source: the OMol25 dataset
Level of theory: the ωB97M-V functional and the def2-TZVPD basis

```
8
Properties=species:S:1:pos:R:3:nbo_charge:R:1
C 1.564 0.157 -0.282 -0.25
O -2.043 -1.599 0.947 -0.98
O -2.726 0.104 -0.621 -0.98
O -0.437 0.395 0.601 -0.95
S -1.864 -0.176 0.540 1.99
Cl 1.311 1.010 -1.701 0.00
Cl 2.265 0.926 1.076 -0.01
H 1.930 -0.817 -0.559 0.18
```

## Properties
- Spin multiplicity: 1
- Net charge: -1
- Relative energy (zero: lowest compared OMol25 entry of this formula, charge and spin): 283.2 kJ/mol
- Electronic energy: -1582.960806 hartree
- LUMO (spin up / spin down): 3.28 / 3.33 eV

[5]
Formula: C5H16N3
Source: the OMol25 dataset
Level of theory: the ωB97M-V functional and the def2-TZVPD basis

```
24
Properties=species:S:1:pos:R:3:nbo_charge:R:1
C -0.269 2.310 -0.126 -0.44
C -0.053 0.662 -1.928 0.68
N -0.552 1.039 -0.756 -0.54
N 0.582 1.543 -2.721 -0.76
N -0.411 -0.522 -2.426 -0.76
H -1.273 0.444 -0.382 0.42
H 0.909 2.420 -2.350 0.42
H 1.203 1.159 -3.421 0.42
H -1.205 -0.996 -2.026 0.42
H -0.080 -0.883 -3.303 0.43
H 0.634 2.302 0.483 0.23
H -1.081 2.544 0.559 0.25
H -0.225 3.106 -0.839 0.21
C -0.027 -1.886 1.937 -0.42
C 1.046 -1.714 0.859 -0.62
C -0.567 -0.565 2.523 -0.61
H -0.826 -2.522 1.553 0.20
H 0.393 -2.497 2.737 0.22
H 2.055 -1.933 1.215 0.23
H 1.078 -0.746 0.361 0.18
H -0.305 -0.477 3.572 0.23
H -0.284 0.275 1.891 0.17
H 0.920 -2.484 0.098 0.21
H -1.660 -0.581 2.490 0.21
```

## Properties
- Spin multiplicity: 1
- Net charge: +1
- Relative energy (zero: lowest compared OMol25 entry of this formula, charge and spin): 67.2 kJ/mol
- Electronic energy: -364.149745 hartree
- LUMO: -3.15 eV

[6]
Formula: ClLi
Source: the OMol25 dataset
Level of theory: the ωB97M-V functional and the def2-TZVPD basis

```
2
Properties=species:S:1:pos:R:3:nbo_charge:R:1
Li 0.930 -0.188 -0.674 0.94
Cl -0.930 0.188 0.674 -0.94
```

## Properties
- Spin multiplicity: 1
- Relative energy (zero: lowest compared OMol25 entry of this formula, charge and spin): 21.8 kJ/mol
- Electronic energy: -467.769728 hartree
- LUMO: -1.16 eV

[7]
Formula: CLiO2Tm
Source: the OMol25 dataset
Level of theory: the ωB97M-V functional and the def2-TZVPD basis

```
5
Properties=species:S:1:pos:R:3:nbo_charge:R:1
O -2.702 1.421 0.185 -0.31
C -1.988 0.554 0.109 0.37
O 1.342 -0.475 0.085 -0.48
Tm 3.722 -0.374 -0.168 2.48
Li -0.374 -1.126 -0.210 0.94
```

## Properties
- Spin multiplicity: 4
- Net charge: +3
- Electronic energy: -1279.914242 hartree
- LUMO (spin up / spin down): -16.58 / -19.78 eV